Entry 1:
{"formula": "C9H15Cl2ErHoO6P", "method": "the ωB97M-V functional and the def2-TZVPD basis", "molar_mass_g_mol": 653.3, "spin_multiplicity": 8, "charge": 4, "total_energy_ev": -109570.401, "gap_ev": [5.2, 5.3], "max_force_ev_per_a": 9.63, "species": ["Er", "Ho", "Cl", "Cl", "C", "C", "C", "O", "O", "O", "C", "C", "O", "P", "O", "C", "C", "O", "C", "C", "H", "H", "H", "H", "H", "H", "H", "H", "H", "H", "H", "H", "H", "H", "H"], "xyz": [[5.467, 1.059, -3.000], [1.106, 0.892, -0.560], [5.938, 2.735, -1.335], [2.740, 0.330, -2.575], [-0.250, -0.831, -1.475], [4.331, 2.770, -4.061], [4.945, 0.616, -5.311], [-0.832, -1.682, -2.002], [3.637, 3.457, -4.681], [4.463, 0.452, -6.351], [-0.373, -4.569, 1.656], [-0.266, -3.294, 0.859], [0.387, -2.316, 1.736], [0.587, -0.738, 1.377], [0.100, 0.081, 2.708], [-1.146, -0.217, 3.422], [-2.365, 0.055, 2.581], [-0.304, 2.297, -0.372], [-1.444, 3.085, -0.118], [-2.641, 2.631, -0.927], [0.613, -4.950, 1.928], [-0.868, -5.330, 1.050], [-0.963, -4.426, 2.566], [0.350, -3.430, -0.038], [-1.255, -2.923, 0.561], [-1.098, -1.260, 3.754], [-1.088, 0.437, 4.294], [-2.466, -0.672, 1.764], [-3.248, -0.040, 3.219], [-2.353, 1.073, 2.171], [-1.665, 3.032, 0.956], [-1.184, 4.120, -0.369], [-2.820, 1.554, -0.830], [-3.541, 3.162, -0.607], [-2.492, 2.839, -1.991]]}

---

Entry 2:
{"formula": "C9H15Cl3F2O8", "method": "the ωB97M-V functional and the def2-TZVPD basis", "molar_mass_g_mol": 395.6, "de_lowest_kcal_mol": 7.2, "spin_multiplicity": 1, "charge": 0, "total_energy_ev": -68957.017, "gap_ev": 10.3, "max_force_ev_per_a": 4.89, "species": ["C", "C", "O", "C", "O", "O", "F", "H", "H", "H", "C", "C", "O", "C", "O", "O", "F", "H", "H", "H", "C", "O", "H", "H", "H", "H", "C", "O", "H", "H", "H", "H", "C", "Cl", "Cl", "Cl", "H"], "xyz": [[1.158, 0.156, -2.286], [-0.204, 0.143, -2.835], [-0.988, -0.470, -1.846], [-0.168, -1.137, -1.049], [-0.391, -2.010, -0.217], [1.111, -0.838, -1.301], [-0.264, -0.740, -3.919], [1.373, 1.151, -1.895], [1.864, -0.129, -3.078], [-0.751, 1.080, -3.171], [-1.310, 2.124, 3.290], [-1.974, 0.843, 3.041], [-1.605, 0.464, 1.738], [-0.937, 1.491, 1.148], [-0.542, 1.438, 0.032], [-0.807, 2.503, 1.971], [-3.295, 1.226, 3.124], [-0.345, 2.145, 3.834], [-1.870, 2.877, 3.749], [-1.663, 0.011, 3.681], [1.036, -5.095, -0.564], [0.633, -4.220, -1.606], [1.010, -4.574, 0.426], [0.273, -5.928, -0.515], [2.024, -5.522, -0.884], [-0.323, -3.995, -1.527], [2.876, -1.564, 1.565], [1.661, -0.815, 1.518], [3.759, -0.864, 1.537], [3.013, -2.234, 2.447], [3.002, -2.298, 0.720], [1.009, -1.288, 0.964], [-1.514, 5.229, -1.613], [-2.162, 3.706, -2.316], [-2.077, 5.332, 0.060], [-2.129, 6.596, -2.459], [-0.483, 5.204, -1.763]]}